110
Properties=species:S:1:pos:R:3:forces:R:3 method="wB97M-V/def2-TZVPD" lumo_energy_ev=0.53 multiplicity=1 molar_mass_g_mol=846.0 largest_force_ha_per_bohr=0.0222 total_energy_ev=-130982.4231 homo_lumo_gap_ev=8.2 homo_energy_ev=-7.6835 relative_energy_kcal_mol=0.0
Co -1.1331 0.1793 -0.5255 -0.97 0.24 -0.56
C -1.7751 -1.9258 -4.0498 0.00 -0.05 -0.06
Si -0.7825 -0.3324 -3.9999 -0.04 -0.03 -0.01
C -1.8268 0.9369 -4.8985 -0.02 0.03 0.00
C 0.7653 -0.6509 -5.0122 0.04 -0.01 -0.03
N -0.3518 0.1089 -2.3930 0.68 -0.07 0.28
P 1.0593 0.5390 -1.7240 -0.39 -0.05 -0.18
C 0.6216 0.7112 -0.1197 0.36 0.39 0.25
P 0.0202 1.4535 1.2611 -0.15 -0.32 0.11
N -1.4233 0.7435 1.3996 0.35 -0.10 0.03
Si -2.8244 0.9197 2.4100 -0.07 0.10 -0.04
C -4.2726 -0.1160 1.8517 -0.05 -0.05 -0.01
C -2.5221 0.3428 4.1790 0.08 -0.02 0.01
C -3.4333 2.6918 2.5599 -0.01 0.03 0.01
C 1.0788 1.2283 2.7269 0.05 -0.02 -0.03
C 2.2517 1.9749 2.8551 -0.01 -0.01 0.05
C 3.0581 1.8294 3.9728 -0.03 0.02 -0.03
C 2.6919 0.9446 4.9819 0.00 -0.03 0.00
C 1.5419 0.1812 4.8483 0.04 -0.02 -0.01
C 0.7479 0.3107 3.7146 0.00 0.02 0.00
C -0.0547 3.2636 1.1543 0.12 0.01 -0.04
C 0.0047 3.8940 -0.0838 -0.07 0.05 0.04
C -0.0631 5.2784 -0.1690 0.00 -0.04 -0.01
C -0.1887 6.0396 0.9827 -0.01 0.01 0.00
C -0.2453 5.4175 2.2236 0.00 -0.03 0.02
C -0.1725 4.0364 2.3092 0.03 0.05 -0.01
C 1.8483 2.0147 -2.4204 0.01 0.00 0.06
C 2.9605 2.5263 -1.7486 -0.02 0.03 -0.03
C 3.5439 3.7104 -2.1648 0.00 -0.01 0.00
C 3.0142 4.3999 -3.2511 0.01 0.00 0.01
C 1.9060 3.9005 -3.9159 -0.02 -0.01 -0.01
C 1.3223 2.7086 -3.5001 0.01 0.02 0.00
C 2.2782 -0.7869 -1.9604 0.02 -0.02 0.00
C 3.4436 -0.6528 -2.7065 0.00 0.00 0.07
C 4.2721 -1.7503 -2.9099 0.01 -0.01 0.00
C 3.9364 -2.9854 -2.3776 0.02 0.00 -0.02
C 2.7667 -3.1290 -1.6391 -0.03 0.02 0.02
C 1.9430 -2.0353 -1.4333 0.01 0.00 -0.05
H -1.9415 -2.1688 -5.1041 -0.03 -0.04 0.03
H -2.7590 -1.8448 -3.5828 0.00 0.04 0.00
H -1.2415 -2.7721 -3.6079 0.01 0.03 -0.02
H -1.9237 0.6407 -5.9474 0.00 0.00 0.01
H -1.4128 1.9457 -4.8750 0.01 0.00 -0.01
H -2.8266 0.9919 -4.4675 0.02 0.01 -0.01
H 0.4841 -0.8116 -6.0568 0.01 -0.01 0.01
H 1.2896 -1.5443 -4.6631 0.01 0.02 0.00
H 1.4734 0.1812 -4.9887 -0.01 0.00 0.00
H -4.0615 -1.1830 1.8902 0.03 -0.02 0.03
H -4.6237 0.1221 0.8482 0.02 0.03 0.02
H -5.0838 0.1046 2.5548 -0.02 -0.03 -0.06
H -2.1985 -0.7014 4.2156 0.00 0.02 0.02
H -3.4766 0.4082 4.7094 0.00 0.00 0.00
H -1.8004 0.9509 4.7289 0.01 -0.01 -0.01
H -4.1180 2.9394 1.7480 0.02 0.00 -0.01
H -2.6284 3.4263 2.5413 -0.01 0.00 0.01
H -3.9721 2.8123 3.5042 -0.01 0.00 -0.02
H 2.5182 2.6945 2.0883 0.01 -0.01 0.00
H 3.9596 2.4211 4.0697 0.00 0.00 0.00
H 3.3074 0.8503 5.8682 -0.01 0.00 0.00
H 1.2547 -0.5139 5.6280 0.01 0.00 0.00
H -0.1394 -0.2936 3.5947 -0.01 -0.01 -0.01
H 0.0909 3.3036 -0.9837 0.00 -0.01 -0.01
H -0.0174 5.7568 -1.1393 0.00 0.00 0.01
H -0.2419 7.1189 0.9166 0.00 0.00 0.00
H -0.3443 6.0084 3.1253 0.00 0.00 0.00
H -0.2025 3.5587 3.2821 -0.01 0.00 0.00
H 3.3556 1.9982 -0.8867 0.00 0.01 0.00
H 4.4044 4.1046 -1.6395 0.00 0.00 0.00
H 3.4646 5.3306 -3.5716 0.00 0.00 0.00
H 1.4866 4.4388 -4.7564 0.00 0.00 0.01
H 0.4430 2.3315 -4.0031 -0.02 -0.01 0.00
H 3.7064 0.3050 -3.1376 0.00 -0.01 -0.01
H 5.1786 -1.6386 -3.4912 -0.01 0.00 0.00
H 4.5814 -3.8391 -2.5432 0.00 0.00 0.00
H 2.4938 -4.0936 -1.2286 0.01 0.00 0.00
H 1.0268 -2.1405 -0.8611 0.00 -0.02 -0.01
C -1.2440 -4.3004 -0.7262 -0.02 0.03 -0.02
C -2.4699 -3.7579 0.0200 -0.08 0.05 0.04
C -3.7360 -4.0072 -0.7936 -0.02 -0.02 0.01
C -2.5738 -4.4366 1.3827 0.03 0.01 0.01
N -2.3833 -2.3153 0.3270 0.14 -0.03 -0.02
N -2.1871 -1.4888 -0.8211 -0.04 -0.03 0.13
H -1.3062 -5.3881 -0.7948 0.01 0.01 -0.01
H -0.3310 -4.0350 -0.1924 0.03 -0.03 0.03
H -1.1792 -3.9270 -1.7523 0.01 -0.01 0.04
H -3.8934 -5.0790 -0.9254 0.00 0.00 -0.01
H -3.6700 -3.5645 -1.7909 0.00 0.00 0.01
H -4.6032 -3.5868 -0.2812 0.01 -0.01 0.00
H -2.7090 -5.5125 1.2634 0.00 0.00 0.00
H -3.4200 -4.0344 1.9414 0.00 -0.01 -0.01
H -1.6614 -4.2636 1.9584 -0.03 0.01 0.00
H -1.5695 -2.1506 0.9174 -0.02 -0.03 0.03
H -3.0746 -1.3247 -1.2834 -0.07 0.00 0.12
H -1.5797 -1.9485 -1.5003 -0.05 0.03 -0.07
F -3.3434 0.6326 -2.1545 -0.04 -0.03 -0.02
C -2.5500 1.2784 -1.2251 0.26 -0.11 -0.05
F -2.0486 2.3542 -1.8932 -0.06 0.04 -0.02
F -3.4364 1.8031 -0.3489 -0.03 0.06 0.01
C 1.9583 -3.4148 3.7765 0.00 0.03 0.01
N 2.3561 -2.4823 2.7452 -0.01 -0.02 0.00
C 3.6937 -1.9307 2.8053 -0.03 0.00 -0.01
C 1.4889 -2.0785 1.8018 0.10 -0.06 -0.19
O 0.3548 -2.5105 1.6483 -0.02 -0.02 0.16
H 2.0350 -2.9460 4.7611 0.00 0.00 0.00
H 2.5993 -4.2988 3.7618 0.00 0.00 0.00
H 0.9285 -3.7119 3.5977 0.00 0.00 0.00
H 4.4141 -2.7359 2.9590 0.02 0.00 -0.02
H 3.7916 -1.2067 3.6161 0.00 -0.01 0.04
H 3.9266 -1.4366 1.8630 -0.01 0.03 0.01
H 1.9093 -1.3145 1.1314 -0.05 0.04 0.03